# 1
The following is a DFT calculation (ωB97M-V with the def2-TZVPD basis set) of a molecular structure, C12H18N2O4S at a distorted geometry.

Its spin multiplicity is 1. The strongest force on any atom comes out at 17.571 eV/A. As for the HOMO energy: -8.94 eV. Its HOMO-LUMO gap is 8.2 eV. Its lowest unoccupied orbital energy is -0.77 eV. The calculation puts the total energy at -1276.30231 Eh.

CARTESIAN COORDINATES (ANGSTROEM)
S1 1.5294 2.1793 0.3738
O1 2.0156 2.8394 1.6323
O2 0.4844 0.8993 -2.1016
O3 0.1485 1.3891 0.6408
O4 -2.5140 -1.0072 1.1075
N1 2.5449 0.9175 -0.0112
N2 -1.0878 -0.5454 -1.2132
C1 1.1359 -2.5664 -0.6678
C2 0.2738 -0.2274 -1.3396
C3 3.3060 -1.2531 0.6317
C4 1.1164 3.3000 -0.7843
C5 2.1080 -3.0922 0.0559
C6 -2.8266 0.6999 -0.5094
C7 -2.1853 0.2373 -1.6761
C8 3.2168 -2.6090 0.4155
C9 2.4358 -0.5723 -0.0188
C10 1.1519 -0.9050 -0.7186
C11 -3.4866 -0.1860 0.5177
C12 -1.8629 -0.6012 2.3037
H1 -1.3674 -1.4540 2.4686
H2 -2.8385 -0.3947 -2.0617
H3 -3.6615 1.4939 -0.6589
H4 -4.2741 -0.8179 -0.0457
H5 -4.1309 0.2410 1.3071
H6 0.9539 2.7859 -2.0462
H7 3.5608 1.2821 0.2657
H8 2.1799 3.8147 -1.0181
H9 0.2720 -2.8796 -0.9204
H10 4.0351 -3.0415 0.9572
H11 -1.2272 -1.0743 -0.3903
H12 -2.1881 1.2963 0.3788
H13 1.8829 -4.2877 0.1619
H14 0.3994 3.9646 -0.4992
H15 -2.5279 0.0377 3.0180
H16 -1.8172 0.9463 -2.3731
H17 4.2713 -0.9446 0.9214
H18 -1.0270 0.1351 1.8970

Forces on the atoms, in the same order (eV/Å):
-6.18 -5.73 7.26
-0.08 -0.87 -3.65
0.14 -5.27 2.45
4.82 2.95 -0.86
-1.37 -1.33 -0.05
4.55 2.17 0.67
4.72 -1.28 -0.65
2.67 10.67 1.38
-9.29 11.06 -8.09
3.19 -2.99 -0.51
5.62 -0.47 -7.97
-5.32 -9.94 -2.14
-2.81 7.12 7.23
3.51 0.51 0.94
5.87 3.01 4.61
-8.38 8.27 -4.25
11.02 -12.05 6.50
-1.59 -2.31 -1.51
-0.27 6.19 -2.76
1.58 -3.04 2.45
-2.96 -2.95 -2.78
1.28 -1.06 -0.52
1.22 0.03 0.83
0.65 0.83 -0.40
0.01 1.07 4.60
-2.81 -1.24 -0.74
-2.41 -0.42 0.73
-5.57 -3.09 -2.03
-0.02 -1.53 -0.29
-0.74 -0.70 0.84
-0.52 -0.91 -3.23
1.05 2.67 -0.11
-1.89 1.54 1.08
1.08 -1.89 -0.80
0.10 0.84 -0.46
0.53 1.17 0.79
-1.40 -1.02 1.43

These are the natural (NBO) partial charges, in e, on atoms 1 to 5: number 1, S, carries 2.2106; number 2, O, carries -0.8975; number 3, O, carries -0.7351; number 4, O, carries -1.0021; number 5, O, carries -0.5867

# 2
The following is a DFT calculation (ωB97M-V with the def2-TZVPD basis set) of a single C2H4F2S molecule at a distorted geometry.

Its spin multiplicity is 1. The strongest force on any atom comes out at 6.080 eV/A. As for the HOMO energy: -9.78 eV. Its HOMO-LUMO gap is 10.6 eV. As for the SMILES: CC(F)(F)S. Its lowest unoccupied orbital energy is 0.79 eV. The calculation puts the total energy at -676.47735 Eh.

CARTESIAN COORDINATES (ANGSTROEM)
S1 -1.9379 1.1292 0.2110
F1 -1.6625 -1.3714 0.6100
F2 -1.1404 -0.7992 -1.3740
C1 -1.0581 -0.4193 -0.0934
C2 0.7169 -0.3112 0.2867
H1 0.9355 -1.2606 0.5944
H2 1.0618 -0.0241 -0.7492
H3 -1.0748 1.6673 -0.6015
H4 0.9798 0.2273 1.1289

Forces on the atoms, in the same order (eV/Å):
-0.34 -0.54 0.28
-0.12 -0.70 0.74
0.16 0.01 -0.63
3.34 0.84 1.47
-4.63 0.39 -3.93
0.73 -2.93 -0.09
0.27 -0.23 1.61
0.51 1.00 -0.61
0.09 2.15 1.17

These are the natural (NBO) partial charges, in e, on atoms 1 to 5: number 1, S, carries -0.0239; number 2, F, carries -0.3409; number 3, F, carries -0.3454; number 4, C, carries 0.5777; number 5, C, carries -0.6342